(1)
Molecular formula: C6H27NO7
Method: DFT, the ωB97M-V functional and the def2-TZVPD basis

Results
**DFT total energy**: -22482.24282 eV
**SMILES**: CCCC/C=C/N.O.O.O.O.O.O.O
**E_LUMO**: 0.3 eV
**HOMO level**: -8.18 eV
**ΔE to the lowest compared entry with this formula, charge and spin**: 135.7 kJ/mol

Positions of all 41 atoms, in Å:
1 C 2.645 -1.819 -3.088
2 C 1.368 -2.002 -2.306
3 C 1.539 -1.998 -0.782
4 C 2.315 -0.759 -0.207
5 C 1.617 0.569 -0.450
6 C 1.022 1.329 0.471
7 N 0.488 2.571 0.312
8 H 2.406 -1.772 -4.208
9 H 3.289 -0.921 -2.980
10 H 3.312 -2.631 -2.848
11 H 0.729 -1.118 -2.648
12 H 0.812 -2.946 -2.495
13 H 2.228 -2.865 -0.423
14 H 0.557 -2.184 -0.351
15 H 2.466 -0.958 0.880
16 H 3.345 -0.755 -0.621
17 H 1.694 0.701 -1.533
18 H 1.079 0.943 1.561
19 H 0.573 2.998 -0.587
20 H -0.061 3.037 1.022
21 O -2.279 2.002 -2.232
22 H -1.743 1.263 -1.832
23 H -2.565 1.527 -3.019
24 O -2.072 0.146 1.425
25 H -1.526 0.388 2.219
26 H -2.941 0.547 1.429
27 O -0.916 4.417 -1.759
28 H -0.435 4.264 -2.596
29 H -1.338 3.544 -1.827
30 O 0.385 -2.179 3.047
31 H -0.487 -2.509 2.684
32 H 0.970 -2.378 2.313
33 O -1.074 -0.110 -1.328
34 H -1.344 -0.659 -0.586
35 H -0.172 0.136 -0.981
36 O -0.748 0.203 3.664
37 H -0.245 -0.530 3.281
38 H -0.607 0.379 4.595
39 O -2.233 -2.304 2.436
40 H -2.237 -1.395 1.996
41 H -2.333 -3.004 1.791

(2)
Molecular formula: C7H17NO5Si
Method: DFT, the ωB97M-V functional and the def2-TZVPD basis

Results
**DFT total energy**: -27139.18038 eV
**E_LUMO**: 0.3 eV
**HOMO level**: -6.50 eV
**ΔE to the lowest compared entry with this formula, charge and spin**: 214.6 kJ/mol

Positions of all 31 atoms, in Å:
1 C 1.071 0.778 0.080
2 C 3.602 -1.622 -0.518
3 C -2.524 2.520 -0.819
4 C -1.353 -2.158 -1.524
5 C -3.059 -0.493 2.687
6 C 3.021 -0.664 0.625
7 C 2.384 0.553 0.039
8 N 3.281 1.618 -0.424
9 O 0.051 0.036 0.449
10 O 0.636 2.039 -0.455
11 O -2.620 1.081 -0.944
12 O -2.274 -1.614 -0.549
13 O -3.116 0.083 1.424
14 Si -2.368 -0.136 0.023
15 H 2.715 -1.986 -1.108
16 H 4.271 -2.488 -0.240
17 H 4.237 -0.951 -1.140
18 H -3.233 2.694 0.056
19 H -2.950 2.814 -1.718
20 H -1.428 2.760 -0.588
21 H -1.261 -1.887 -2.544
22 H -1.625 -3.194 -1.558
23 H -0.474 -1.914 -1.030
24 H -3.681 0.073 3.404
25 H -2.154 -0.773 3.129
26 H -3.632 -1.480 2.496
27 H 3.735 -0.484 1.344
28 H 2.266 -1.259 1.094
29 H -0.076 1.666 -0.974
30 H 3.735 2.120 0.292
31 H 2.823 2.269 -1.008

(3)
Molecular formula: C5H20ClCuN10O5
Method: DFT, the ωB97M-V functional and the def2-TZVPD basis

Results
**DFT total energy**: -87799.40742 eV
**Charge**: +1
**Spin multiplicity**: 2
**E_LUMO (alpha / beta)**: -8.5 / -9.2 eV
**HOMO level (alpha / beta)**: -11.71 / -11.71 eV
**ΔE to the lowest compared entry with this formula, charge and spin**: 245.9 kJ/mol

Positions of all 42 atoms, in Å:
1 Cu -3.272 16.413 8.746
2 Cl -2.317 20.226 8.907
3 C -3.417 23.420 13.369
4 O -3.923 24.289 14.048
5 N -3.913 22.246 13.135
6 N -2.481 23.525 12.436
7 H -4.783 21.951 13.554
8 H -3.180 21.777 12.623
9 H -1.991 24.401 12.322
10 H -2.371 22.786 11.756
11 C 0.678 19.377 3.305
12 O 1.185 18.417 2.775
13 N 1.313 20.547 3.408
14 N -0.508 19.452 3.820
15 H 2.194 20.691 2.936
16 H 0.878 21.457 3.357
17 H -1.053 18.697 3.430
18 H -0.752 19.985 4.642
19 C -7.307 23.445 6.687
20 O -7.262 23.940 7.764
21 N -8.146 23.951 5.718
22 N -6.760 22.375 6.150
23 H -8.575 24.860 5.816
24 H -8.436 23.403 4.921
25 H -7.210 22.069 5.299
26 H -6.118 21.886 6.757
27 C 3.128 18.611 13.147
28 O 2.719 17.607 13.724
29 N 2.367 19.118 12.228
30 N 4.192 19.367 13.379
31 H 1.488 18.651 12.059
32 H 2.613 19.974 11.753
33 H 4.495 19.788 12.512
34 H 4.884 18.810 13.860
35 C -0.524 24.581 5.152
36 O 0.033 25.472 4.547
37 N 0.063 23.913 6.125
38 N -1.753 24.145 4.945
39 H 0.977 24.151 6.483
40 H -0.442 23.285 6.735
41 H -1.993 23.461 5.648
42 H -2.462 24.735 4.534

(4)
Molecular formula: C23H25F5InN6O6S
Method: DFT, the ωB97M-V functional and the def2-TZVPD basis

Results
**DFT total energy**: -75072.71371 eV
**Charge**: -1
**E_LUMO (alpha / beta)**: 1.5 / 1.5 eV
**HOMO level (alpha / beta)**: -5.14 / -5.14 eV
**ΔE to the lowest compared entry with this formula, charge and spin**: 104.8 kJ/mol

Positions of all 67 atoms, in Å:
1 In 0.517 -0.809 -1.106
2 C 4.419 0.812 0.190
3 C 3.094 0.153 0.382
4 O 2.378 0.071 -0.669
5 C 2.762 -0.245 1.659
6 C 1.510 -0.856 1.970
7 C 1.355 -1.207 3.435
8 N 0.466 -1.018 1.095
9 N -0.799 -1.195 1.692
10 C -1.727 -1.216 0.756
11 O -1.506 -1.183 -0.512
12 C -3.168 -1.142 1.155
13 C -3.521 -1.210 2.523
14 C -4.871 -1.225 2.881
15 C -5.856 -1.037 1.908
16 C -5.509 -0.970 0.554
17 C -4.164 -1.039 0.193
18 H 4.332 1.764 -0.317
19 H 5.091 0.231 -0.459
20 H 4.911 0.993 1.141
21 H 3.493 -0.170 2.499
22 H 0.699 -2.149 3.571
23 H 1.031 -0.397 4.103
24 H 2.386 -1.494 3.693
25 H -2.719 -1.185 3.212
26 H -5.133 -1.230 3.965
27 H -6.927 -1.028 2.167
28 H -6.328 -1.014 -0.216
29 H -3.898 -0.993 -0.903
30 C 1.447 3.190 1.302
31 C 0.239 2.590 0.651
32 N -0.742 2.004 1.228
33 O -0.753 2.119 2.614
34 C 0.076 2.679 -0.846
35 C 0.193 3.993 -1.500
36 N -0.131 1.592 -1.520
37 O -0.298 1.831 -2.867
38 H 2.193 3.592 0.619
39 H 1.939 2.393 1.837
40 H 1.087 3.984 1.970
41 H -1.370 1.453 2.875
42 H 0.860 3.857 -2.334
43 H 0.469 4.806 -0.845
44 H -0.804 4.285 -1.948
45 F 5.695 -4.359 -1.287
46 C 4.484 -3.940 -1.769
47 C 4.167 -2.570 -2.063
48 F 3.738 -2.131 -3.220
49 C 3.455 -3.129 -0.950
50 F 3.702 -2.684 0.358
51 C 2.009 -3.643 -1.346
52 O 1.097 -2.836 -1.614
53 C 2.227 -5.003 -1.840
54 F 2.421 -5.738 -0.592
55 C 3.488 -4.703 -2.509
56 F 3.671 -5.013 -3.723
57 O 0.286 -0.535 -3.147
58 H 0.810 -1.081 -3.753
59 H -0.091 0.920 -3.211
60 N -3.103 3.139 -0.343
61 C -3.778 3.097 -1.516
62 N -3.404 2.166 -2.381
63 S -5.046 4.104 -1.897
64 H -2.549 2.327 0.016
65 H -3.556 3.661 0.407
66 H -2.703 1.471 -2.097
67 H -3.747 2.103 -3.321